DFT (ωB97M-V/def2-TZVPD) results for a structure of composition C6H7BrFIO3 at a distorted geometry.

XYZ file:
```
19
Properties=species:S:1:pos:R:3:forces:R:3
C 2.42735 -0.20318 0.77872 -0.0579 0.8657 0.3542
C 1.54586 0.47586 -0.44890 1.0597 -0.0867 0.0224
C 0.37205 -0.49918 -1.04834 0.0155 0.2178 -1.0252
C -1.16545 0.04617 -0.75831 1.2132 -1.1422 -1.0949
Br -1.77352 1.15365 -2.35976 0.6194 -0.9671 0.9392
O -2.12000 -1.10686 -0.83667 1.1103 0.4989 4.7392
C -2.50473 -1.23371 0.60679 0.0363 -3.7082 2.1364
O -2.52748 -2.31972 1.38819 -0.1654 8.2114 -6.0002
O -2.79427 0.19687 0.93742 2.9850 -2.1089 0.4296
C -1.46886 0.83970 0.65491 -1.9710 -1.5490 0.7319
F -0.63418 0.54486 1.85167 -1.6943 0.7214 -3.6055
I -1.81862 2.99332 0.35961 0.4543 -1.1485 1.1545
H 3.04524 -1.14527 0.44712 -1.4934 1.7575 0.5339
H 3.22911 0.60776 1.11608 -1.7442 -1.7294 -0.6315
H 1.73316 -0.44440 1.71891 1.5964 0.4186 -2.1788
H 2.31670 0.67729 -1.32797 -1.7070 -0.3546 1.8127
H 1.15581 1.54712 -0.10381 0.6327 -2.4470 -0.7482
H 0.49142 -0.48531 -2.23602 -0.4513 -0.1162 2.6957
H 0.49040 -1.64496 -0.73964 -0.4384 2.6664 -0.2653
```
Forces are in eV/Å.

HOMO-LUMO gap (eV): 8.83
Charge: 0

DFT (ωB97M-V/def2-TZVPD) results for a structure of composition C34H42N4P2Pd at a distorted geometry.

XYZ file:
```
83
Properties=species:S:1:pos:R:3:forces:R:3
Pd 0.53859 -2.00560 1.53811 1.2129 -1.0884 -1.0919
C -0.93964 3.27871 2.79981 -0.9056 0.5906 0.2963
C -1.45808 2.64089 1.74309 -0.7004 0.4001 -0.8641
C -0.74446 2.10033 0.50690 -0.3851 0.6155 -0.1189
C 0.51333 1.34489 0.93503 -0.3473 0.0626 -0.2306
C 1.84765 2.03510 1.11421 0.5595 -1.8710 -0.4600
C 2.11029 3.16665 1.74200 0.2248 0.2855 0.0655
C 1.16932 4.32480 1.72855 -0.4944 0.4381 0.9426
C 0.08884 4.37594 2.84162 1.6554 -0.6334 0.2071
C 1.51601 -3.17048 3.05569 0.2309 -1.0628 0.0455
H -1.48997 3.12656 3.74150 -0.2670 0.8148 -0.5083
H -2.56746 2.56637 1.68565 0.7779 -1.0345 0.7785
H -0.56130 2.84493 -0.28448 0.0937 -0.0868 0.0829
H -1.44366 1.35153 0.08181 0.5377 0.3417 0.3918
H 0.18431 0.95872 1.91845 0.6330 0.0452 -0.5836
H 0.64891 0.43896 0.31113 0.0090 0.4347 0.0956
H 2.67766 1.36969 0.76983 -0.4229 0.3991 1.0793
H 3.07141 3.30989 2.24856 -0.0287 0.1082 -0.7775
H 0.65757 4.35329 0.77406 -0.0236 0.0723 -0.2352
H 1.80789 5.21596 1.77549 -0.3915 0.0100 0.0559
H 0.57707 4.37373 3.82470 -0.0071 0.0581 -0.1437
H -0.40654 5.35758 2.76730 -0.2601 -0.4826 0.0473
H 0.71515 -3.59903 3.68186 0.4322 0.1174 -0.4469
H 2.13688 -2.51368 3.67057 -0.0804 -0.0530 -0.3096
H 2.10497 -3.95547 2.56304 -0.0990 0.1520 0.0856
P 1.53993 -1.37240 -1.33578 1.9646 0.8402 -3.4861
P -2.19900 -0.63656 -1.37992 -1.5798 0.6859 -3.7638
N 2.86325 -0.20427 -1.94871 0.0964 -0.1176 1.9299
N 2.00835 -2.52661 -2.65650 0.1235 -0.9276 0.6516
N -2.09113 1.01272 -2.39111 -1.2968 1.1881 1.7147
N -3.69178 -1.16178 -2.27807 0.2337 0.0433 0.4793
C 0.31687 -0.55076 -2.43307 -0.5123 -0.0182 0.2182
C -0.98584 -1.37477 -2.55377 -0.0407 -0.0993 0.6148
C 4.03368 -0.01194 -1.21531 -1.0214 -0.2103 -0.7208
C 4.87535 0.83973 -1.92152 0.0377 0.4758 -0.6754
C 4.21278 1.20370 -3.12227 -0.1868 -0.7657 1.0549
C 2.97068 0.55412 -3.11090 0.2758 -0.3539 0.2959
C 2.58613 -3.77124 -2.41842 -0.5279 1.0078 -0.3934
C 2.89203 -4.37747 -3.64118 -0.3343 0.9661 -1.0597
C 2.55681 -3.43427 -4.66527 0.3715 -1.0349 0.7160
C 2.01845 -2.31641 -4.03925 0.2135 0.0685 0.7768
C -2.71753 2.08528 -1.72303 1.5673 -1.0536 -1.1937
C -2.48738 3.29614 -2.42122 0.6878 -0.4091 -2.0042
C -1.80644 2.92970 -3.62254 -1.1813 1.4492 1.5807
C -1.55763 1.54454 -3.56809 -0.1378 -0.8483 0.9284
C -4.38939 -0.42501 -3.24397 0.1855 -0.6733 -0.4290
C -5.17515 -1.28034 -3.99614 0.7954 0.3947 1.2416
C -5.03405 -2.58403 -3.43525 0.7421 0.5222 0.5315
C -4.11803 -2.49455 -2.39731 -0.2040 0.3989 -0.3783
H 0.65559 -0.32684 -3.45910 0.0589 -0.2639 0.9078
H 0.19573 0.42927 -1.94413 -0.2333 -0.1994 -0.1524
H -1.38666 -1.39218 -3.58594 0.0798 -0.0283 0.6308
H -0.87627 -2.41434 -2.20356 0.1909 0.1266 -0.3767
H 4.14901 -0.49021 -0.24904 0.0840 0.0887 -0.1749
H 5.85459 1.17996 -1.58848 -0.3575 -0.1507 -0.1369
H 4.54683 1.86421 -3.90170 0.1281 0.0440 -0.0110
H 2.16460 0.62595 -3.82793 0.3364 0.1352 0.1755
H 2.74343 -4.09145 -1.39631 -0.0973 -0.1608 -0.1464
H 3.26847 -5.38039 -3.79045 0.0874 0.2011 0.1014
H 2.66929 -3.54501 -5.74547 -0.0191 -0.0493 0.5131
H 1.66191 -1.39616 -4.48220 0.0469 -0.4942 0.0003
H -3.20255 1.93145 -0.77673 -0.2675 -0.0419 0.0599
H -2.79040 4.29261 -2.09395 0.0466 -0.4500 -0.2419
H -1.56541 3.62831 -4.43135 0.0986 -0.5535 0.3863
H -0.95220 0.96199 -4.27580 -0.6462 0.1860 0.4448
H -4.26565 0.63782 -3.31295 -0.0761 0.0326 -0.1728
H -5.76210 -0.96055 -4.83198 -0.3455 -0.0634 -0.1034
H -5.56474 -3.46378 -3.75157 0.0844 -0.1472 0.0444
H -3.74440 -3.24301 -1.71310 -0.0826 -0.0316 -0.1082
C -0.00934 -1.16446 3.29290 -1.5667 1.5987 3.5133
C -0.25350 -1.36920 4.76893 1.1306 0.1697 -1.0009
C 0.45148 -0.49626 5.65278 -0.2670 -0.0958 0.1923
C 0.04762 -0.37288 6.98562 0.2091 0.1734 -0.3818
C -1.00590 -1.15460 7.47476 0.2581 -0.0556 -0.3398
C -1.52551 -2.17873 6.67580 0.3858 0.2096 -0.5497
C -1.12853 -2.32174 5.33583 0.0354 0.5383 0.4504
H -0.95994 -1.27421 2.73659 -0.4218 -0.1303 -0.2500
H 0.42722 -0.17576 3.18710 0.2436 -0.0960 -0.0366
H 1.32818 0.07055 5.28276 -0.8179 -0.1784 0.1481
H 0.54329 0.36253 7.63277 -0.2317 -0.4133 -0.2732
H -1.38112 -0.98947 8.48174 0.1141 -0.1585 -0.1680
H -2.24813 -2.85310 7.10434 -0.1045 -0.1670 -0.0309
H -1.46059 -3.16416 4.73390 -0.3096 0.2628 0.0536
```
Forces are in eV/Å.

HOMO-LUMO gap (spin up / spin down) (eV): 4.06 / 3.17
Expectation value of S²: 6.053
Energy above the lowest of the compared OMol25 structures with the same formula, charge and spin (kcal/mol): 83.8
Charge: +2
Spin multiplicity: 5

DFT (ωB97M-V/def2-TZVPD) results for a structure of composition C28H36BLiO20 at a distorted geometry.

XYZ file:
```
86
Properties=species:S:1:pos:R:3:forces:R:3
Li 0.03919 -0.10921 0.29711 0.3252 -0.0896 0.1795
O 4.87889 -7.13929 2.27038 0.2102 -0.1242 0.0020
C 4.55025 -6.01263 2.46774 -0.5615 0.3479 -1.0369
O 4.48565 -5.03075 1.55670 0.0807 0.0588 -0.0792
B 3.93761 -3.81614 2.17262 0.5136 -0.2862 -0.4805
O 3.76938 -4.13828 3.57645 -0.6935 -0.0278 0.2671
C 4.05798 -5.41491 3.77230 1.0450 -0.1345 1.0013
O 4.12247 -5.98606 4.82025 -0.5359 0.0761 0.1935
O 2.68890 -3.39101 1.47856 -0.0865 -0.1708 0.5547
C 2.70933 -2.09003 1.33595 -0.0544 0.1072 -0.6602
O 1.79069 -1.40273 0.97690 -0.0490 0.1775 0.1946
C 4.15741 -1.60872 1.60375 -0.3378 0.2023 0.4223
O 4.82922 -2.63104 2.06122 0.1753 -0.1442 -0.1865
O 4.54705 -0.48228 1.45841 0.0911 0.1530 -0.1649
O 0.16329 -1.42327 -1.19287 -0.1623 0.2832 -0.4682
C 0.06627 -2.50840 -1.69976 0.5426 -0.0829 0.6739
O 0.69703 -2.81632 -2.85297 -0.5894 0.3760 -0.1912
C 0.29398 -4.11939 -3.32393 0.3035 -0.6822 1.1365
C -0.80592 -4.60665 -2.36234 -0.3768 0.4866 -0.7020
C -0.59314 -3.72382 -1.13686 -0.3685 -1.1021 0.1564
H 1.13090 -4.80013 -3.15451 0.2675 0.2466 -0.5614
H 0.00689 -4.05475 -4.36749 0.0715 0.0297 -0.0334
H -0.70793 -5.67593 -2.19629 -0.0847 0.0286 0.1484
H -1.78463 -4.40467 -2.80544 -0.0328 -0.1129 0.1195
H 0.08562 -4.21616 -0.43292 0.3504 0.3083 -0.0932
H -1.48672 -3.55729 -0.54217 -0.0412 0.4747 -0.2259
O 1.48327 1.38755 0.06133 0.1050 0.2300 -0.3241
C 2.51922 1.99007 -0.04792 -0.2138 -0.7950 0.3007
O 3.00865 2.29542 -1.26497 0.3482 -0.0065 -0.5925
C 4.15761 3.15266 -1.15488 -0.1530 0.9208 1.5802
C 4.65685 2.92047 0.28182 1.1348 -0.0158 0.2783
C 3.41605 2.50557 1.06009 -0.3043 0.4212 -1.4392
H 3.79051 4.17975 -1.23473 0.0221 0.0157 -0.2550
H 4.94486 3.00934 -1.88642 -0.3856 -0.5637 -0.3324
H 5.15043 3.78234 0.73674 -0.2690 0.2630 -0.2948
H 5.46336 2.18456 0.27435 -0.4314 -0.4635 0.0820
H 2.89441 3.41730 1.37094 0.0361 -0.1824 0.5794
H 3.52470 1.75496 1.82943 0.0240 0.0455 0.1807
O -1.59948 -1.96434 1.57139 0.2204 -0.1649 0.4871
C -2.76067 -2.14977 1.79397 0.4697 0.7305 -0.2706
O -3.54002 -2.68992 0.84679 -0.8058 -0.1188 -0.5184
C -4.94006 -2.46810 1.13379 0.4159 -0.5744 -0.0524
C -4.96035 -1.55879 2.35617 -1.0517 -0.2353 0.1790
C -3.60434 -1.72328 2.98849 0.5737 -0.4420 -0.6164
H -5.39065 -3.44523 1.32024 0.0258 0.0434 0.1095
H -5.43514 -2.04900 0.26039 0.2395 0.1204 -0.0646
H -5.72750 -1.96412 3.01745 -0.1932 0.6279 0.0505
H -5.17289 -0.53224 2.06051 -0.0574 -0.0092 0.1715
H -3.63791 -2.55568 3.69273 0.2919 0.1568 0.1841
H -3.16023 -0.83341 3.42081 -0.0684 -0.0737 0.2372
O -2.20024 1.63617 -5.35019 0.0983 0.0717 0.1269
C -1.18481 1.25227 -4.83637 -0.6387 -0.4906 -1.0009
O -0.66288 1.85657 -3.76736 0.2238 0.9843 0.2737
C 0.51760 1.19011 -3.32272 0.3688 -1.6707 0.2876
C 0.96058 0.37769 -4.53801 -0.2772 0.0637 -0.6187
C -0.35515 0.01892 -5.24094 -0.1703 1.7253 1.1072
H 0.20684 0.56717 -2.48246 0.3217 0.0111 0.0345
H 1.34607 1.82968 -3.03002 -0.5306 0.5484 0.1698
H 1.61915 -0.47173 -4.38058 0.0563 0.1434 0.3697
H 1.45524 1.13812 -5.15193 0.2507 -0.4315 -0.3100
H -0.92641 -0.77911 -4.76256 0.3739 -0.4915 -0.3333
H -0.30778 -0.01120 -6.32180 -0.1188 -0.4358 -0.0380
O -0.31445 0.89985 2.08951 0.2365 -0.7101 0.4820
C -0.64145 1.87058 2.69097 -1.3018 0.8003 -1.5575
O 0.05004 3.03434 2.57754 0.6355 -0.1417 0.6572
C -0.56359 4.03113 3.38435 -1.2439 0.3811 0.1857
C -2.05609 3.64277 3.34865 -0.3972 0.8506 0.0109
C -2.02320 2.13347 3.35824 2.3745 -0.1998 -0.0819
H -0.41444 5.01670 2.94963 0.2443 -0.1140 -0.1681
H -0.18620 4.05574 4.40861 0.2674 -0.2954 -0.0742
H -2.48580 4.04542 2.42725 0.0739 -0.3261 -0.1913
H -2.65781 4.11698 4.12513 0.2410 -0.2068 0.2734
H -2.72554 1.58408 2.74364 -0.3511 -0.0376 0.3792
H -1.81775 1.72796 4.35363 -0.9255 -0.0942 0.1522
O -1.65654 1.00784 -0.49102 0.0857 -0.9200 0.3854
C -2.03689 2.09185 -0.81710 0.9887 0.6377 -0.5917
O -3.28656 2.31419 -1.22286 -0.6086 -0.2735 0.0456
C -3.45561 3.65002 -1.65339 0.1710 1.9726 -0.9351
C -2.31874 4.45946 -1.01781 0.8786 -0.2648 0.7042
C -1.23092 3.36939 -0.88262 0.2687 0.7103 0.5597
H -4.45206 4.03807 -1.45152 -0.0403 -0.3995 0.5915
H -3.37092 3.76809 -2.73787 0.1843 -0.7222 -0.0765
H -2.56881 4.86134 -0.03235 -0.2542 -0.3195 0.0964
H -1.92227 5.32865 -1.53884 -0.4265 -0.1605 -0.5840
H -0.56448 3.47715 -0.02288 -0.4669 -0.1627 0.3684
H -0.47850 3.38399 -1.67327 -0.5678 -0.3613 -0.5260
```
Forces are in eV/Å.

HOMO-LUMO gap (eV): 8.85
Energy above the lowest of the compared OMol25 structures with the same formula, charge and spin (kcal/mol): 24.9
Charge: 0

Among the records above, which one has the highest charge? C34H42N4P2Pd